The following is a quantum chemistry calculation of the molecule C2H5N3S, from the Open Molecules 2025 dataset.

Summary:
SMILES string   C=NN/C=N\S
Energy relative to the best compared isomer or geometry (same formula, charge and spin)   2.8477 eV
Electronic energy   -641.57938 Ha
HOMO   -8.7015 eV
2S+1   1

Atoms and positions in Å:
C1 2.3078 0.0016 0.3127
N1 1.4669 -0.7728 -0.2572
N2 0.0652 -0.6956 -0.0382
C2 -0.5315 0.5854 -0.1517
N3 -1.7896 0.8512 -0.1434
S1 -2.7668 -0.5664 0.1763
H1 2.1157 0.8134 1.0764
H2 3.3050 -0.2475 0.0664
H3 -0.3930 -1.4232 -0.5818
H4 0.1387 1.4247 -0.2935
H5 -3.9186 0.0293 -0.1660